Entry 1:
Molecular formula: C14H22Br13FIN2O2
Method: DFT, wB97M-V/def2-TZVPD

```
! wB97M-V def2-TZVPD RIJCOSX def2/J DEFGRID3
* xyz 1 1
I 0.45891 1.38176 3.49980
Br -3.81430 -1.78572 -0.97549
Br 6.93055 1.46715 -0.24621
Br 0.30853 1.11202 7.71734
Br -3.46119 -0.33499 -3.82459
Br 6.00676 4.28238 -1.41914
Br 1.20471 4.09393 7.06030
Br 4.37051 2.93059 0.95418
Br -6.19449 -1.76925 -3.07974
Br -3.00625 -4.27074 -5.33136
Br -1.84569 3.23690 6.72580
Br 0.26267 -3.73763 -2.04074
Br -1.50241 -2.19991 -7.23189
Br -4.68565 -2.33502 -7.23832
F 1.92110 -1.67959 -2.37547
O -0.28714 -0.36791 -2.74242
O -1.78023 1.14676 -0.85521
N 1.34275 -2.03268 -0.17647
N 2.53870 0.63864 -0.98128
C 1.21411 -1.10452 1.98206
C -0.20362 -0.95816 -1.51057
C 0.21644 -0.03120 -0.31073
C 0.96854 -1.93769 -1.57399
C 0.07449 -1.52833 4.17068
C 0.91877 -1.04267 0.52816
C 1.16494 1.09564 -0.77885
C -1.89157 2.56617 -0.93920
C 6.10698 3.16251 0.13965
C -3.04984 -3.32349 -7.01437
C -0.21353 2.96593 7.71160
C -4.29106 -1.78176 -2.84632
C 0.09544 -0.65252 2.92966
C -1.04149 0.66354 0.24071
H -3.01697 -4.07111 -7.79367
H -1.08807 -1.48648 -1.19906
H 3.17768 1.19509 -0.42605
H -0.85994 -0.78727 2.45255
H -3.91932 -2.70179 -3.27372
H -0.78063 1.44142 0.94447
H -1.92837 3.04769 0.03055
H 0.88709 -1.27929 4.83943
H 1.38301 -2.15479 2.20325
H 0.76645 1.52252 -1.68163
H -0.40607 3.24819 8.73647
H 6.72932 3.66830 0.86379
H -2.81804 2.78081 -1.45059
H 1.87605 -2.79987 0.21868
H -1.09952 2.97200 -1.55963
H -0.85682 -1.34504 4.69463
H -1.70245 -0.02618 0.75819
H 1.16827 1.83861 0.00987
H 2.15103 -0.61726 2.21127
H 0.08088 -2.57293 3.89590
H 2.79080 0.71662 -1.95746
H -1.19016 -0.43045 -3.09426
*
```

frontier orbital gap = 8.3 eV
lowest unoccupied orbital energy = -3.785 eV

Entry 2:
Molecular formula: C14H22ClNO2
Method: DFT, wB97M-V/def2-TZVPD

```
! wB97M-V def2-TZVPD RIJCOSX def2/J DEFGRID3
* xyz 0 1
Cl -5.68182 2.86643 0.21418
O 5.22527 3.15404 0.23258
O -2.34142 -1.89140 -0.52810
N 3.92140 0.69589 -0.20320
C -4.41715 -0.88025 -0.23766
C 1.84135 -0.52319 0.19529
C -4.67762 1.47045 -0.00134
C 3.36323 -0.54129 0.30962
C -6.73907 0.03046 0.04240
C 5.37038 0.76565 -0.12639
C -2.48210 0.54063 -0.27436
C -3.03239 -0.73453 -0.34288
C -3.31076 1.63709 -0.10448
C 5.81212 2.16119 -0.56597
C -0.31206 -1.73521 0.82737
C -5.25793 0.20373 -0.06734
C -0.92923 -1.86506 -0.56774
C 1.21515 -1.77460 0.80743
H -7.24115 0.57687 -0.75507
H -0.64930 -0.80637 1.29154
H -0.68858 -2.56092 1.43460
H -7.09594 0.43222 0.98986
H -1.41989 0.70516 -0.35356
H 4.31070 2.87925 0.38557
H -0.64951 -2.82802 -1.00519
H -2.88579 2.62742 -0.05134
H 1.54871 -2.65650 0.25573
H 6.89446 2.27070 -0.46828
H 5.87728 0.00078 -0.73888
H 1.56899 -0.44489 -0.85938
H 1.46718 0.36521 0.70747
H 3.65156 -0.61868 1.36270
H -7.01059 -1.01917 -0.02237
H 1.57082 -1.87394 1.83504
H -0.58045 -1.06928 -1.23511
H 3.76357 -1.42930 -0.21164
H 5.65412 0.61140 0.91871
H 5.54002 2.31346 -1.62342
H 3.63000 0.82253 -1.17015
H -4.82356 -1.87796 -0.29622
*
```

frontier orbital gap = 9.1 eV
energy above the lowest of the compared OMol25 structures with the same formula, charge and spin = 0.0 kJ/mol
lowest unoccupied orbital energy = 0.736 eV

Entry 3:
Molecular formula: C14H22CrO5P
Method: DFT, wB97M-V/def2-TZVPD

```
! wB97M-V def2-TZVPD RIJCOSX def2/J DEFGRID3
* xyz 1 5
Cr -1.39201 1.77629 -0.10908
P 0.01273 0.00777 0.10901
O -3.78880 0.15968 0.92276
O -2.15750 1.23952 -3.03017
O -0.68040 2.80925 2.69641
O -3.25364 4.21636 -0.40814
O -0.18354 3.76739 -2.08995
C -0.30567 3.29195 -0.98857
C 1.00973 -2.15848 1.71694
C 0.73455 -2.30333 -1.46393
C -2.56894 3.28968 -0.25070
C -1.02420 -0.99635 2.55210
C 0.25679 -0.82323 1.73663
C -0.35383 -1.27262 -1.16723
C -1.79089 1.36738 -1.93190
C -0.89744 2.34846 1.64624
C 1.90636 1.01537 -1.73191
C 2.89583 0.07730 0.37017
C -2.88711 0.78710 0.52786
C 1.67580 0.76357 -0.24198
C -1.67343 -2.00632 -0.88183
H 1.70134 -1.84881 -1.70689
H 1.24889 -2.41239 2.76289
H 1.03489 1.42923 -2.25615
H 2.82515 -0.04645 1.45952
H -1.73843 -1.67422 2.05838
H 1.56579 1.73836 0.26054
H 0.39546 -2.87361 -2.34253
H 0.38880 -2.98138 1.32997
H -1.84105 -2.72535 -1.70197
H -0.73796 -1.44182 3.51961
H 1.96243 -2.12874 1.17398
H 0.29152 3.64915 -0.06939
H 2.73114 1.74379 -1.79721
H 3.12047 -0.89407 -0.09950
H -2.55159 -1.34456 -0.85255
H 0.88407 -0.08137 2.25326
H 3.76278 0.73050 0.18359
H -1.51873 -0.04023 2.76258
H -0.50666 -0.66490 -2.07331
H 2.22681 0.10897 -2.26686
H 0.85473 -3.01082 -0.63637
H -1.63427 -2.58801 0.05572
*
```

frontier orbital gap (alpha / beta) = 6.0 / 6.8 eV
energy above the lowest of the compared OMol25 structures with the same formula, charge and spin = 0.0 kJ/mol
lowest unoccupied orbital energy (alpha / beta) = -3.525 / -6.316 eV

Entry 4:
Molecular formula: C14H22CrO9
Method: DFT, wB97M-V/def2-TZVPD

```
! wB97M-V def2-TZVPD RIJCOSX def2/J DEFGRID3
* xyz 1 4
Cr -20.71798 -12.55173 -27.06910
O -19.81841 -10.82480 -28.32417
O -20.42304 -11.40183 -25.52727
O -22.60834 -13.25337 -26.34330
O -19.86148 -6.35259 -26.97172
O -16.34831 -14.23713 -20.80086
O -22.53173 -11.56044 -27.55333
O -19.81344 -9.23915 -29.70357
O -19.29131 -6.33106 -24.80201
O -17.96082 -12.84287 -21.58077
C -16.70855 -11.49604 -22.98965
C -19.17697 -9.97028 -28.90265
C -19.60758 -6.95193 -25.98674
C -15.70464 -12.26544 -22.18447
C -16.64369 -13.24013 -21.41865
C -19.87397 -8.43225 -25.74439
C -18.14587 -11.87308 -22.63997
C -23.26272 -12.23271 -26.80753
C -17.65579 -8.29545 -29.18622
C -19.36142 -7.29169 -23.76101
C -18.88661 -8.13241 -30.15593
C -17.74002 -9.73958 -28.87252
C -24.70342 -12.00112 -26.57676
C -18.94743 -8.55050 -24.53354
H -20.38695 -7.28639 -23.39174
H -14.90730 -12.82181 -22.67721
H -17.80071 -7.68866 -28.29241
H -16.64591 -10.44337 -22.71384
H -16.80486 -8.10089 -29.83903
H -18.69789 -10.95455 -22.44075
H -19.47327 -9.09511 -26.51130
H -25.05574 -11.01877 -26.89135
H -16.39935 -11.53853 -24.03401
H -25.14305 -12.42007 -25.67161
H -20.42139 -11.40508 -24.55028
H -15.31909 -11.63211 -21.38551
H -17.38125 -9.93173 -27.86135
H -18.58410 -12.54042 -23.38209
H -17.28553 -10.41978 -29.59285
H -18.60667 -8.33755 -31.18920
H -17.87219 -8.61734 -24.69935
H -19.28825 -9.42166 -23.97406
H -19.25679 -7.12252 -29.97933
H -25.14827 -12.68168 -27.30272
H -18.60274 -7.15172 -22.99102
H -20.88414 -8.77504 -25.52045
*
```

frontier orbital gap (alpha / beta) = 5.6 / 7.3 eV
lowest unoccupied orbital energy (alpha / beta) = -6.712 / -4.984 eV

Entry 5:
Molecular formula: C14H22CuO8
Method: DFT, wB97M-V/def2-TZVPD

```
! wB97M-V def2-TZVPD RIJCOSX def2/J DEFGRID3
* xyz -3 1
Cu 1.69268 0.28689 0.26247
O 5.30729 -4.29387 -1.14365
O 0.48988 2.69782 -1.45715
O 2.19667 -0.95231 -1.19487
O -3.22874 2.47913 -2.01803
O 0.11611 -4.18950 0.10726
O 3.41598 0.16991 1.09603
O 6.16702 -3.58947 1.48910
O -3.33689 5.25827 4.05704
C -3.39903 4.90663 -1.92310
C -4.02642 3.22800 -0.04173
C 5.03915 -1.53213 1.17848
C -2.16648 -3.53254 0.04484
C -0.64528 -2.78628 2.17610
C -2.57632 5.32149 2.98037
C 5.49871 -2.83822 0.79415
C 3.12406 -1.59296 -0.57731
C 0.39957 2.60971 -0.34122
C 3.48440 -2.76777 -0.97602
C 3.91449 -0.90080 0.63024
C -0.94188 -3.83258 0.99020
C -3.02659 3.63251 -1.18953
C 4.80803 -3.39228 -0.51428
H -4.02576 4.08598 0.61124
H 0.76396 2.85315 0.70971
H -1.25874 -4.63952 1.65524
H -2.33514 2.29499 -2.41676
H 5.51252 -1.13744 2.17743
H -0.02698 1.05625 0.04025
H 0.23786 -3.36749 -0.41848
H -5.05709 3.08116 -0.42759
H -3.68994 2.34701 0.58654
H -1.96392 3.74185 -0.80362
H 1.81262 -5.01525 -3.88508
H -0.13527 -1.94795 1.73385
H -2.08371 -2.67090 -0.57525
H -3.10853 -3.52029 0.65754
H -4.46331 4.99792 -2.07407
H -2.87213 4.99324 -2.85723
H 4.04278 6.24807 -1.20620
H -2.09735 -4.44056 -0.51411
H 0.07875 -3.33709 2.77306
H 2.92875 -3.31981 -1.71277
H -1.51629 -2.44277 2.74378
H -3.04947 5.74979 -1.22688
*
```

frontier orbital gap = 1.1 eV
lowest unoccupied orbital energy = 4.156 eV

Entry 6:
Molecular formula: C14H22F3GeN2ORhS
Method: DFT, wB97M-V/def2-TZVPD

```
! wB97M-V def2-TZVPD RIJCOSX def2/J DEFGRID3
* xyz 0 1
Rh 0.48843 0.62755 -0.33181
Ge -1.35574 1.29076 -3.14805
S 0.24229 -1.55377 -1.35563
F -1.23965 -4.00308 -1.73304
F -1.54825 -4.96312 0.17842
F -3.24041 -4.28414 -0.97980
O 2.19479 0.20813 1.38609
N 3.49282 0.28796 3.19941
N -0.99069 -0.53746 0.66252
C -0.19073 0.49009 -4.51282
C -2.87314 0.09113 -2.75757
C 3.26173 -1.14026 3.36206
C 2.88799 0.87775 2.14973
C -2.05775 3.00009 -3.85400
C -2.95420 -1.25323 1.78812
C 3.05116 2.35873 1.91784
C -0.35708 1.67099 -1.50766
C 4.28803 1.01153 4.17296
C -1.94603 -0.33251 1.55831
C -0.97939 -1.65146 -0.12480
C -2.92637 -2.43003 1.05575
C -1.94211 -2.64493 0.10075
C -1.97764 -3.95950 -0.62409
H -3.58091 0.11822 -3.58484
H 3.69903 1.76662 4.69768
H -2.61182 2.82888 -4.77536
H 2.21041 -1.34181 3.57622
H -0.32628 2.69098 -1.06394
H 3.87425 -1.50843 4.18022
H -3.68441 -3.18698 1.20790
H 3.25058 2.50430 0.85674
H -2.73035 3.47512 -3.14138
H -3.72337 -1.05535 2.51810
H -0.79676 0.06561 -5.31272
H -3.39809 0.38607 -1.85096
H -1.24805 3.69397 -4.07260
H 0.41080 -0.30468 -4.08053
H 4.65707 0.30417 4.91088
H 2.09852 2.84077 2.14373
H 5.15230 1.49164 3.71041
H 3.52077 -1.66991 2.44585
H 3.82855 2.83823 2.50342
H -2.51885 -0.93148 -2.64222
H 0.47242 1.23891 -4.94277
H -1.88387 0.59393 2.11349
*
```

frontier orbital gap (alpha / beta) = 7.0 / 6.9 eV
energy above the lowest of the compared OMol25 structures with the same formula, charge and spin = 82.5 kJ/mol
lowest unoccupied orbital energy (alpha / beta) = 0.080 / 0.212 eV